Formula: C25H30As2CuN2O3
Source: the Open Molecules 2025 dataset
Level of theory: ωB97M-V/def2-TZVPD

**Molecular weight**: 619.92 g mol⁻¹
**Frontier orbital gap (spin up / spin down)**: 8.393 / 7.589 eV
**E**: -7417.9129 Eh
**<S²>**: 0.754
**Energy above the lowest of the compared OMol25 structures with the same formula, charge and spin**: 0.5098 eV
**2S+1**: 2

Each line ends with the Löwdin charge.
Element x y z (Å)
1 Cu -1.6394 0.2860 -1.0249  0.414
2 N -2.4867 -1.4877 -1.8461  -0.010
3 C -2.9391 -1.1103 -3.2082  -0.137
4 C -3.3845 0.3545 -3.2054  -0.553
5 O -4.3140 0.7257 -3.9048  0.040
6 N -2.6270 1.0976 -2.3809  -0.062
7 C -3.0287 2.4327 -1.9996  -0.125
8 C -2.8235 2.6490 -0.4916  -0.633
9 O -3.1519 3.6993 0.0185  0.043
10 O -2.2024 1.6808 0.1503  -0.198
11 H -2.0103 -2.3835 -1.8307  0.070
12 H -3.2997 -1.5661 -1.2420  0.110
13 H -3.7691 -1.7213 -3.5606  0.118
14 H -2.0948 -1.2347 -3.8859  0.122
15 H -4.0662 2.6515 -2.2532  0.128
16 H -2.4056 3.1884 -2.4904  0.119
17 C 2.6226 3.4649 -1.1406  -0.342
18 As 0.7478 2.9868 -0.8152  1.061
19 C -0.0020 4.7329 -1.2651  -0.321
20 C 0.7567 3.2409 1.1242  -0.313
21 H 2.8772 4.3769 -0.5995  0.021
22 H 2.7813 3.6263 -2.2071  0.018
23 H 3.2790 2.6593 -0.8097  0.003
24 H 0.5653 5.5100 -0.7517  0.025
25 H -1.0470 4.7943 -0.9634  0.009
26 H 0.0669 4.8903 -2.3418  0.022
27 H 1.1747 4.2174 1.3716  0.026
28 H 1.3425 2.4604 1.6123  0.011
29 H -0.2725 3.1795 1.4757  0.017
30 C 0.1703 0.6093 4.7431  -0.078
31 C -0.9399 0.8020 3.9354  -0.065
32 C -0.9257 0.3678 2.6160  -0.120
33 C 0.2046 -0.2753 2.1156  -0.386
34 C 1.3206 -0.4639 2.9260  -0.096
35 C 1.3019 -0.0184 4.2384  -0.078
36 As 0.1116 -0.8938 0.2880  1.354
37 C -0.3555 -2.7703 0.5099  -0.384
38 C -0.1144 -3.6543 -0.5429  -0.139
39 C -0.5210 -4.9764 -0.4524  -0.080
40 C -1.1755 -5.4247 0.6892  -0.082
41 C -1.4202 -4.5495 1.7355  -0.074
42 C -1.0158 -3.2225 1.6453  -0.089
43 C 1.9487 -1.0946 -0.2911  -0.373
44 C 2.4500 -0.2722 -1.2942  -0.128
45 C 3.7686 -0.4062 -1.7093  -0.079
46 C 4.5861 -1.3621 -1.1268  -0.078
47 C 4.0863 -2.1933 -0.1322  -0.073
48 C 2.7705 -2.0638 0.2832  -0.122
49 H 0.1596 0.9591 5.7675  0.105
50 H -1.8128 1.3119 4.3213  0.111
51 H -1.7684 0.5786 1.9691  0.077
52 H 2.2089 -0.9409 2.5316  0.088
53 H 2.1723 -0.1555 4.8669  0.104
54 H 0.4115 -3.3100 -1.4279  0.109
55 H -0.3233 -5.6618 -1.2666  0.106
56 H -1.4912 -6.4573 0.7605  0.105
57 H -1.9260 -4.8959 2.6273  0.107
58 H -1.2025 -2.5392 2.4655  0.101
59 H 1.8059 0.4735 -1.7457  0.046
60 H 4.1548 0.2370 -2.4895  0.108
61 H 5.6136 -1.4637 -1.4512  0.106
62 H 4.7199 -2.9468 0.3175  0.106
63 H 2.3769 -2.7288 1.0427  0.106